The following is a quantum chemistry calculation of 12 unconnected molecules or ions with the total composition C33H50B3N11O4 in a non-equilibrium geometry, from OMol25.

Geometry as XYZ:
```
101
Properties=species:S:1:pos:R:3:forces:R:3
C 4.339 3.195 4.519 -0.34 0.01 0.21
C 3.325 2.127 4.189 -0.11 -0.19 0.00
C 3.217 0.964 4.952 -0.03 0.17 -0.12
C 2.247 0.022 4.648 0.08 0.00 -0.03
C 1.374 0.163 3.567 0.18 -0.13 -0.05
C 0.328 -0.924 3.362 0.00 0.12 -0.13
C -0.030 -1.278 1.920 -0.32 -0.26 0.10
C -0.919 -0.548 4.171 0.31 0.25 0.48
C 1.513 1.316 2.800 0.01 0.02 0.04
O 0.654 1.524 1.733 0.02 0.09 0.15
C 1.272 1.759 0.475 -0.26 -0.07 -0.11
B 2.063 0.548 -0.151 -0.46 -0.64 0.06
O 1.962 0.357 -1.532 0.58 0.97 -0.01
B 3.140 -0.049 -2.117 -0.16 -0.84 -0.03
O 3.815 -1.102 -1.523 0.41 0.91 0.20
B 3.895 -0.966 -0.144 -0.15 -0.55 0.21
O 2.906 -0.295 0.548 0.38 0.61 -0.29
C 2.454 2.290 3.117 0.33 0.02 0.15
H 3.927 4.183 4.298 0.12 -0.04 -0.11
H 4.556 3.181 5.589 0.15 -0.04 -0.09
H 5.270 3.064 3.963 0.00 0.02 0.03
H 3.889 0.810 5.789 -0.09 -0.02 -0.01
H 2.162 -0.873 5.258 0.02 0.05 -0.03
H 0.763 -1.824 3.806 -0.04 0.08 0.07
H -0.532 -0.459 1.406 0.16 -0.04 -0.03
H -0.753 -2.102 1.932 0.08 0.01 -0.02
H 0.834 -1.627 1.351 -0.01 0.16 0.00
H -1.468 0.270 3.697 -0.09 -0.19 -0.11
H -1.578 -1.397 4.371 -0.07 0.04 -0.29
H -0.596 -0.167 5.144 -0.14 -0.07 0.00
H 0.467 2.031 -0.214 0.00 0.00 0.09
H 1.933 2.638 0.515 0.02 -0.06 0.00
H 3.635 0.525 -3.034 -0.27 -0.14 -0.22
H 4.845 -1.375 0.437 -0.13 -0.19 0.01
H 2.520 3.209 2.545 -0.16 -0.17 -0.02
C -0.982 -4.799 3.869 -0.01 0.00 0.00
C 0.255 -4.429 4.547 -0.11 -0.01 -0.07
N 1.226 -4.123 5.073 0.14 0.01 0.09
H -1.502 -5.566 4.440 -0.01 0.00 -0.01
H -1.624 -3.925 3.776 0.00 0.00 -0.01
H -0.758 -5.181 2.875 -0.01 0.00 0.00
C -1.249 3.564 4.293 0.03 -0.03 -0.03
C -0.995 2.899 5.565 0.05 -0.08 -0.07
N -0.786 2.346 6.549 -0.01 0.05 0.06
H -0.691 4.496 4.235 -0.02 0.01 -0.02
H -0.938 2.914 3.474 0.01 0.01 0.00
H -2.311 3.785 4.195 0.00 0.01 -0.01
C 2.385 5.558 -0.461 -0.01 0.01 -0.01
C 1.823 5.371 0.870 -0.02 0.02 -0.13
N 1.372 5.208 1.912 0.01 0.10 0.09
H 3.076 4.748 -0.689 0.00 0.00 0.00
H 1.585 5.563 -1.200 0.00 0.00 0.00
H 2.919 6.505 -0.507 0.00 0.00 -0.01
C -1.183 -0.100 -2.627 -0.03 0.18 0.05
C -1.686 -1.002 -1.601 0.04 0.02 -0.13
N -2.086 -1.727 -0.807 -0.05 -0.11 0.10
H -1.371 0.936 -2.349 0.01 -0.02 0.02
H -0.112 -0.244 -2.747 0.01 0.00 -0.01
H -1.678 -0.313 -3.570 -0.01 0.01 -0.03
C 1.789 7.375 4.487 0.04 0.02 0.00
C 0.356 7.234 4.270 0.12 -0.05 0.05
N -0.771 7.101 4.111 -0.18 0.05 -0.03
H 2.323 6.768 3.759 -0.02 -0.01 0.00
H 2.081 8.418 4.376 0.01 0.00 0.01
H 2.044 7.038 5.490 0.00 0.01 0.00
C -4.759 2.164 -1.886 0.05 -0.08 -0.17
C -3.704 2.591 -2.798 -0.11 -0.01 0.09
N -2.871 2.934 -3.508 0.14 0.01 -0.08
H -5.237 3.033 -1.447 0.01 0.01 0.05
H -5.496 1.577 -2.432 0.00 0.00 0.01
H -4.337 1.558 -1.086 -0.02 0.02 0.04
C -0.693 -4.865 -3.782 -0.04 0.07 -0.01
C -1.008 -3.528 -4.264 0.06 -0.09 0.14
N -1.236 -2.470 -4.641 0.00 0.09 -0.20
H -1.529 -5.532 -3.980 0.01 -0.02 -0.01
H 0.190 -5.243 -4.290 0.00 -0.05 0.02
H -0.501 -4.842 -2.711 -0.01 0.02 0.00
C -8.035 3.725 1.201 -0.01 0.00 0.02
C -6.629 3.346 1.138 -0.12 0.04 0.05
N -5.523 3.048 1.088 0.10 -0.03 0.02
H -8.153 4.596 1.843 -0.01 0.00 0.00
H -8.399 3.966 0.204 -0.01 0.00 0.00
H -8.621 2.902 1.605 -0.01 0.00 0.00
C -1.592 -8.725 -5.328 -0.06 -0.18 -0.03
C -0.389 -8.209 -4.692 -0.14 0.02 -0.05
N 0.547 -7.762 -4.204 0.18 0.01 0.03
H -1.945 -9.617 -4.814 0.04 0.02 0.05
H -2.371 -7.966 -5.315 0.01 0.01 -0.03
H -1.370 -8.966 -6.365 -0.06 0.01 -0.03
C 1.156 -5.851 -7.500 -0.01 0.00 0.04
C -0.194 -6.374 -7.675 0.11 0.08 0.00
N -1.257 -6.783 -7.813 -0.07 -0.03 0.03
H 1.760 -6.091 -8.373 0.01 0.03 0.00
H 1.124 -4.769 -7.381 0.02 0.00 -0.05
H 1.609 -6.299 -6.616 0.00 -0.01 0.00
C 1.343 -0.933 -6.522 -0.08 -0.07 0.01
C 2.063 -1.692 -7.537 -0.01 0.14 0.10
N 2.633 -2.292 -8.330 0.04 -0.16 -0.09
H 1.222 0.102 -6.837 0.01 -0.01 -0.02
H 0.363 -1.380 -6.363 -0.02 0.06 0.06
H 1.895 -0.958 -5.584 0.00 0.01 0.00
```
Positions in Å, forces in eV/Å.

Computed properties:
SMILES = Cc1ccc(C(C)C)c(OCB2OBOBO2)c1.CC#N.CC#N.CC#N.CC#N.CC#N.CC#N.CC#N.CC#N.CC#N.CC#N.CC#N
E_HOMO = -8.168 eV
Energy = -2265.44985 Ha

=====

The following is a quantum chemistry calculation of a molecular structure, C33H50BiN3OS6SeSiTe, from OMol25.

Geometry as XYZ:
```
97
Properties=species:S:1:pos:R:3:forces:R:3
Bi 2.041 0.476 0.899 0.12 -0.06 0.00
C -0.004 0.917 4.969 0.04 0.08 0.03
C 0.419 2.366 4.742 -0.05 -0.01 0.03
S 0.559 2.935 3.028 0.07 -0.08 0.04
C -1.175 3.229 2.596 0.05 0.03 0.03
C -2.134 2.036 2.575 -0.03 0.01 -0.03
S -1.324 0.605 1.840 0.07 0.01 -0.11
C -2.539 -0.682 2.172 -0.02 -0.02 0.01
C -1.986 -2.070 1.783 -0.02 -0.03 0.02
S -0.197 -2.264 1.513 0.00 -0.01 0.04
C 0.367 -2.722 3.171 0.04 -0.02 -0.01
C 0.084 -1.714 4.275 -0.05 -0.02 -0.02
S 1.155 -0.253 4.219 -0.02 0.00 0.01
H -0.987 0.738 4.536 0.04 -0.04 -0.01
H -0.059 0.726 6.044 -0.01 0.01 0.00
H 1.403 2.538 5.184 0.02 0.00 -0.04
H -0.279 3.026 5.265 0.00 0.00 0.03
H -1.081 3.671 1.605 0.01 0.01 -0.09
H -1.574 3.993 3.268 0.00 0.01 -0.03
H -3.022 2.309 1.997 -0.01 0.00 0.00
H -2.463 1.784 3.588 0.00 0.01 -0.01
H -3.440 -0.487 1.589 -0.04 -0.02 0.00
H -2.814 -0.659 3.231 0.05 0.03 0.01
H -2.445 -2.383 0.848 0.04 0.03 -0.09
H -2.271 -2.809 2.535 -0.03 0.00 -0.01
H 1.441 -2.886 3.053 -0.01 0.00 0.01
H -0.095 -3.676 3.436 -0.01 0.00 -0.02
H 0.194 -2.206 5.244 0.04 0.00 0.00
H -0.947 -1.362 4.202 0.02 -0.01 0.02
C 1.458 3.694 -2.111 0.00 -0.02 -0.04
C 1.023 3.163 -0.760 0.02 0.05 0.09
O 0.982 3.948 0.201 -0.14 0.01 0.03
N 0.690 1.874 -0.592 0.14 0.32 0.49
Te 0.052 0.329 -2.202 -0.33 -0.24 -0.71
C -0.395 -0.647 -4.125 0.15 -0.06 0.16
C -1.382 -0.208 -5.008 0.00 -0.02 -0.02
C -2.224 1.014 -4.754 0.00 0.02 -0.01
C -1.608 -0.925 -6.185 0.00 0.02 0.01
C -0.866 -2.046 -6.514 0.01 -0.01 0.00
C -1.122 -2.809 -7.785 0.00 0.00 -0.01
C 0.145 -2.440 -5.643 0.00 0.00 0.00
C 0.398 -1.758 -4.460 -0.01 0.01 -0.07
C 1.521 -2.234 -3.575 0.01 -0.01 0.01
C -2.009 0.297 -1.664 0.05 -0.01 -0.05
C -2.635 -0.955 -1.597 -0.04 -0.02 -0.02
C -1.935 -2.254 -1.903 -0.03 -0.04 0.06
C -3.987 -1.025 -1.253 0.01 -0.01 0.03
C -4.731 0.106 -0.964 0.02 0.00 0.01
C -6.183 0.014 -0.580 -0.01 -0.01 0.00
C -4.091 1.336 -1.041 -0.01 0.01 -0.02
C -2.752 1.456 -1.396 0.00 0.00 0.04
C -2.175 2.840 -1.471 0.02 0.02 -0.01
H 2.371 4.267 -1.953 0.01 0.00 0.01
H 0.693 4.382 -2.475 -0.01 0.00 0.00
H 1.630 2.914 -2.848 -0.01 -0.01 0.02
H -1.664 1.773 -4.209 0.01 0.00 0.00
H -3.110 0.775 -4.162 0.00 0.00 0.02
H -2.556 1.445 -5.700 -0.02 -0.01 0.00
H -2.383 -0.582 -6.865 -0.01 0.00 -0.01
H -1.942 -2.367 -8.352 0.00 0.00 0.00
H -1.380 -3.849 -7.575 0.00 0.00 0.00
H -0.237 -2.817 -8.424 0.00 0.00 0.00
H 0.756 -3.301 -5.894 0.00 -0.01 -0.01
H 2.028 -3.085 -4.027 0.01 0.00 0.00
H 1.158 -2.535 -2.589 -0.01 0.00 0.00
H 2.266 -1.454 -3.405 0.00 0.00 -0.01
H -0.940 -2.293 -1.456 -0.01 0.00 0.01
H -1.807 -2.389 -2.979 -0.01 0.00 0.03
H -2.518 -3.095 -1.526 -0.02 -0.02 0.02
H -4.463 -2.000 -1.212 -0.01 0.00 0.00
H -6.528 -1.020 -0.592 0.00 -0.01 0.00
H -6.810 0.586 -1.267 0.00 0.01 0.00
H -6.351 0.414 0.422 0.00 0.00 0.01
H -4.657 2.242 -0.838 -0.01 0.00 0.01
H -2.972 3.577 -1.579 0.00 0.01 0.01
H -1.487 2.944 -2.311 0.02 -0.02 0.00
H -1.602 3.071 -0.574 0.04 0.01 0.04
S 4.798 4.408 0.644 -0.02 -0.04 0.01
C 4.036 3.049 0.998 0.03 0.07 -0.03
N 3.516 2.033 1.299 -0.05 -0.04 0.01
S 5.408 -0.331 -2.450 -0.02 -0.01 0.01
C 4.061 -0.130 -1.608 0.01 0.00 -0.05
N 3.035 0.010 -1.042 0.01 0.06 0.14
C 4.333 -2.160 5.106 -0.03 -0.02 -0.05
Si 4.898 -1.121 3.639 0.08 0.08 0.06
C 6.705 -1.540 3.332 -0.03 -0.02 -0.01
C 4.785 0.693 4.098 0.01 -0.02 -0.01
Se 3.755 -1.660 1.775 -0.13 0.00 -0.05
H 5.029 -2.053 5.942 0.00 0.02 0.02
H 4.291 -3.215 4.829 0.01 -0.01 0.01
H 3.341 -1.853 5.443 0.00 0.00 -0.01
H 7.283 -1.526 4.261 0.00 0.03 0.01
H 7.149 -0.826 2.636 -0.01 0.00 -0.02
H 6.793 -2.532 2.886 0.01 -0.02 0.01
H 5.334 0.888 5.024 0.02 -0.02 0.01
H 3.750 1.001 4.246 -0.02 0.02 0.01
H 5.204 1.315 3.307 0.00 0.01 0.00
```
Positions in Å, forces in eV/Å.

Computed properties:
E_HOMO (spin up / spin down) = -4.816 / -5.157 eV
Charge = -1
Energy = -7089.77952 Ha
Relative energy (zero: lowest compared OMol25 entry of this formula, charge and spin) = 0.0 kcal/mol
Multiplicity = 2